[1]
{
  "formula": "C19H40INO10S",
  "method": "ωB97M-V/def2-TZVPD",
  "species": ["H", "N", "C", "C", "C", "O", "S", "O", "O", "O", "C", "C", "C", "C", "I", "H", "H", "H", "H", "H", "H", "H", "H", "H", "H", "H", "C", "O", "C", "C", "O", "C", "C", "O", "C", "H", "H", "H", "H", "H", "H", "H", "H", "H", "H", "H", "H", "H", "H", "C", "O", "C", "C", "O", "C", "C", "O", "C", "H", "H", "H", "H", "H", "H", "H", "H", "H", "H", "H", "H", "H", "H"],
  "xyz": [[-4.59, 5.10, -0.76], [-5.38, 4.78, -0.13], [-4.85, 4.08, 0.96], [-3.23, 3.87, 1.10], [-2.75, 2.33, 1.39], [-3.96, 1.56, 0.93], [-3.64, 1.29, -0.76], [-4.39, 0.11, -1.45], [-4.05, 2.48, -1.71], [-1.91, 1.35, -0.93], [-1.56, 1.65, 0.50], [-0.01, 2.17, 0.65], [0.16, 3.77, 0.96], [0.04, 4.58, -0.47], [2.27, 4.03, 1.62], [-5.55, 3.60, 1.78], [-2.75, 4.30, 0.11], [-2.88, 4.56, 2.01], [-2.77, 2.11, 2.56], [-1.50, 0.56, 0.98], [0.64, 1.54, 1.42], [0.51, 1.98, -0.41], [-0.53, 4.18, 1.81], [1.01, 5.22, -0.73], [-0.87, 5.35, -0.44], [-0.21, 3.84, -1.37], [-0.59, -4.06, -6.14], [-1.75, -3.25, -6.21], [-2.95, -3.95, -6.51], [-4.02, -3.87, -5.40], [-3.70, -4.36, -4.10], [-2.61, -3.76, -3.41], [-2.67, -2.25, -3.11], [-2.75, -1.44, -4.26], [-3.92, -0.63, -4.36], [0.02, -3.89, -7.04], [0.00, -3.74, -5.28], [-0.81, -5.12, -6.03], [-2.76, -5.00, -6.77], [-3.38, -3.48, -7.40], [-4.86, -4.49, -5.74], [-4.44, -2.88, -5.32], [-1.68, -4.03, -3.90], [-2.57, -4.27, -2.44], [-1.73, -1.98, -2.61], [-3.47, -2.03, -2.40], [-4.70, -0.93, -3.66], [-4.31, -0.70, -5.37], [-3.65, 0.41, -4.18], [4.84, -3.13, 3.94], [5.67, -1.99, 4.01], [5.71, -1.21, 2.81], [5.20, 0.23, 2.98], [3.86, 0.43, 3.42], [3.49, -0.09, 4.70], [4.25, 0.40, 5.95], [5.64, 0.11, 5.92], [6.49, 1.25, 5.96], [5.46, -4.03, 3.87], [4.27, -3.20, 4.88], [4.13, -3.10, 3.12], [5.19, -1.71, 1.99], [6.77, -1.15, 2.53], [5.24, 0.69, 1.98], [5.87, 0.83, 3.58], [3.46, -1.17, 4.65], [2.44, 0.21, 4.84], [3.84, -0.15, 6.81], [4.05, 1.46, 6.12], [5.96, 2.19, 5.76], [7.28, 1.13, 5.22], [6.97, 1.30, 6.94]],
  "smiles": "[H]/N=C\\C[C@H]1OS(=O)(=O)O[C@H]1C[C@H](C)I.COCCOCCOC.COCCOCCOC",
  "homo_energy_ev": -8.76,
  "lumo_energy_ha": -0.0313,
  "gap_ev": 7.909,
  "spin_multiplicity": 1
}

[2]
{
  "formula": "C3H10OS2",
  "method": "ωB97M-V/def2-TZVPD",
  "species": ["C", "C", "S", "S", "C", "H", "H", "H", "H", "H", "H", "H", "H", "H", "H", "O"],
  "xyz": [[0.16, 2.50, 0.31], [0.02, 1.23, 1.20], [1.02, -0.18, 0.75], [0.17, -0.34, -1.44], [-1.35, -1.02, -0.70], [-0.81, 2.97, 0.21], [0.62, 2.20, -0.63], [0.89, 3.18, 0.75], [0.13, 1.57, 2.23], [-0.99, 0.79, 1.14], [-1.13, -1.54, 0.23], [-2.09, -0.25, -0.53], [-1.74, -1.76, -1.41], [0.94, -3.04, -0.73], [2.38, -2.81, -0.56], [1.78, -3.51, -0.82]],
  "relative_energy_ev": 1.708,
  "homo_energy_ev": [-14.65, -14.64],
  "lumo_energy_ha": [-0.2408, -0.3216],
  "gap_ev": [8.096, 5.894],
  "spin_multiplicity": 2,
  "charge": 1
}

[3]
{
  "formula": "C25H27N3O2Tc",
  "method": "ωB97M-V/def2-TZVPD",
  "species": ["Tc", "N", "C", "C", "C", "N", "H", "H", "H", "H", "C", "C", "C", "C", "C", "C", "H", "H", "H", "H", "H", "O", "C", "O", "C", "C", "C", "C", "C", "C", "H", "H", "H", "H", "H", "C", "N", "C", "C", "C", "C", "C", "C", "C", "C", "H", "H", "H", "H", "H", "H", "H", "H", "H", "H", "H", "H", "H"],
  "xyz": [[-0.90, -0.77, -0.62], [-1.87, -3.55, -0.88], [-2.74, -4.36, -1.47], [-3.79, -3.58, -1.91], [-3.46, -2.28, -1.54], [-2.28, -2.27, -0.90], [-0.97, -3.81, -0.48], [-2.59, -5.42, -1.56], [-4.68, -3.89, -2.43], [-4.00, -1.37, -1.70], [-3.39, 3.17, -1.93], [-2.82, 2.27, -2.82], [-2.23, 1.12, -2.35], [-2.18, 0.83, -0.97], [-2.80, 1.73, -0.10], [-3.39, 2.89, -0.57], [-3.83, 4.09, -2.29], [-2.85, 2.47, -3.88], [-1.80, 0.43, -3.06], [-2.83, 1.51, 0.96], [-3.85, 3.57, 0.12], [0.81, -1.84, -1.59], [1.42, -0.75, -1.56], [0.80, 0.23, -0.99], [2.78, -0.55, -2.02], [3.64, -1.64, -2.18], [4.96, -1.43, -2.52], [5.42, -0.13, -2.72], [4.57, 0.95, -2.60], [3.25, 0.75, -2.24], [3.26, -2.64, -2.04], [5.64, -2.26, -2.62], [6.45, 0.03, -2.98], [4.94, 1.95, -2.77], [2.56, 1.58, -2.17], [2.44, 0.57, 1.55], [1.70, 1.75, 2.04], [2.01, 1.98, 3.46], [0.23, 1.70, 1.69], [-0.52, 0.52, 2.27], [-0.79, 0.57, 3.64], [-1.44, -0.46, 4.29], [-1.86, -1.55, 3.56], [-1.67, -1.58, 2.19], [-1.02, -0.55, 1.48], [3.51, 0.67, 1.77], [2.31, 0.47, 0.48], [2.06, -0.32, 2.05], [2.06, 2.57, 1.53], [1.71, 1.11, 4.06], [1.50, 2.87, 3.83], [3.08, 2.12, 3.59], [0.15, 1.70, 0.60], [-0.21, 2.62, 2.08], [-0.49, 1.44, 4.20], [-1.61, -0.41, 5.35], [-2.36, -2.38, 4.05], [-2.06, -2.44, 1.65]],
  "relative_energy_ev": 0.000,
  "homo_energy_ev": [-14.44, -14.74],
  "lumo_energy_ha": [-0.2324, -0.2629],
  "gap_ev": [8.113, 7.584],
  "spin_multiplicity": 4,
  "charge": 2
}

[4]
{
  "formula": "C20H18Cl5F4N2OPd",
  "method": "ωB97M-V/def2-TZVPD",
  "species": ["Pd", "C", "C", "N", "C", "C", "C", "C", "N", "C", "C", "F", "C", "F", "C", "C", "F", "C", "F", "H", "H", "H", "H", "H", "H", "H", "H", "H", "H", "H", "H", "H", "H", "H", "Cl", "C", "C", "C", "Cl", "C", "Cl", "C", "Cl", "C", "Cl", "C", "C", "O", "H", "H", "H"],
  "xyz": [[-0.55, 0.28, 0.86], [3.87, 1.08, 0.01], [2.35, 1.04, -0.03], [1.70, 0.31, 1.09], [2.04, 0.90, 2.42], [1.63, 2.35, 2.58], [1.97, -1.14, 1.10], [1.42, -1.84, -0.13], [0.00, -1.52, -0.29], [-0.81, -2.20, -1.09], [-2.21, -1.90, -1.09], [-2.68, -0.98, -0.26], [-3.10, -2.55, -1.89], [-4.39, -2.23, -1.81], [-2.69, -3.54, -2.77], [-1.34, -3.85, -2.82], [-0.91, -4.78, -3.67], [-0.43, -3.22, -2.02], [0.85, -3.53, -2.17], [4.22, 1.57, -0.89], [4.25, 1.65, 0.87], [4.32, 0.08, 0.04], [1.95, 2.05, -0.02], [2.01, 0.59, -0.96], [1.55, 0.29, 3.17], [3.11, 0.80, 2.58], [0.59, 2.52, 2.31], [1.75, 2.64, 3.63], [2.26, 3.02, 1.99], [3.04, -1.34, 1.16], [1.51, -1.55, 1.99], [1.96, -1.55, -1.03], [1.58, -2.91, -0.01], [-3.40, -4.05, -3.40], [-2.16, 2.32, 1.56], [-1.66, 2.68, -0.10], [-0.89, 1.71, -0.70], [-0.54, 1.90, -2.01], [0.31, 0.63, -2.86], [-0.89, 3.06, -2.69], [-0.43, 3.29, -4.33], [-1.63, 4.05, -2.04], [-2.06, 5.49, -2.85], [-2.04, 3.86, -0.72], [-2.98, 5.03, 0.11], [-2.38, -2.11, 2.79], [-1.18, -1.23, 2.58], [-0.89, -0.27, 3.22], [-2.37, -2.45, 3.83], [-2.36, -2.96, 2.12], [-3.27, -1.51, 2.62]],
  "relative_energy_ev": 0.437,
  "homo_energy_ev": [-11.22, -11.68],
  "lumo_energy_ha": [-0.0995, -0.2036],
  "gap_ev": [8.513, 6.135],
  "spin_multiplicity": 5,
  "charge": 1
}

[5]
{
  "formula": "C5H26O9",
  "method": "ωB97M-V/def2-TZVPD",
  "species": ["C", "C", "C", "C", "C", "H", "H", "H", "H", "H", "H", "H", "H", "O", "H", "H", "O", "H", "H", "O", "H", "H", "O", "H", "H", "O", "H", "H", "O", "H", "H", "O", "H", "H", "O", "H", "H", "O", "H", "H"],
  "xyz": [[2.11, 2.01, -1.21], [1.31, 1.04, -0.79], [1.57, -0.38, -1.04], [0.92, -1.36, -0.42], [1.22, -2.81, -0.62], [1.92, 3.06, -1.01], [3.03, 1.86, -1.77], [0.38, 1.22, -0.26], [2.35, -0.57, -1.78], [0.14, -1.16, 0.31], [1.99, -2.98, -1.38], [0.31, -3.34, -0.90], [1.57, -3.26, 0.31], [-2.11, 2.41, -0.96], [-1.76, 2.35, -0.06], [-2.63, 1.57, -1.02], [-1.75, 0.52, 1.37], [-2.18, 0.21, 0.54], [-1.61, -0.25, 1.97], [-2.96, -0.19, -1.08], [-2.39, -0.53, -1.84], [-3.83, -0.57, -1.27], [1.43, -2.30, 2.54], [1.78, -2.60, 3.39], [1.89, -1.42, 2.39], [0.42, 1.81, 2.46], [-0.36, 1.40, 2.02], [0.37, 2.76, 2.36], [-1.27, -1.84, 2.70], [-1.67, -2.66, 2.38], [-0.28, -1.99, 2.68], [-1.20, -0.82, -3.03], [-0.94, 0.12, -3.19], [-0.41, -1.20, -2.62], [-0.61, 1.84, -3.17], [0.34, 2.04, -3.02], [-1.13, 2.13, -2.38], [2.54, 0.09, 2.22], [1.81, 0.74, 2.35], [2.81, 0.24, 1.31]],
  "relative_energy_ev": 0.000,
  "smiles": "C=C/C=C/C.O.O.O.O.O.O.O.O.O",
  "homo_energy_ev": -9.11,
  "lumo_energy_ha": 0.0152,
  "gap_ev": 9.528,
  "spin_multiplicity": 1
}

[6]
{
  "formula": "C2H2FHgLiO",
  "method": "ωB97M-V/def2-TZVPD",
  "species": ["C", "F", "H", "C", "O", "Hg", "Li", "H"],
  "xyz": [[-0.55, -1.01, 2.04], [0.16, -0.15, 2.64], [-1.38, -1.30, 2.72], [0.14, 0.04, -1.58], [0.27, 1.23, -1.26], [-0.29, -1.37, -0.10], [1.16, 2.76, -1.83], [0.49, -0.20, -2.62]],
  "relative_energy_ev": 0.000,
  "homo_energy_ev": -18.47,
  "lumo_energy_ha": -0.3898,
  "gap_ev": 7.863,
  "spin_multiplicity": 1,
  "charge": 2
}

[7]
{
  "formula": "C3H5ClN4O4",
  "method": "ωB97M-V/def2-TZVPD",
  "species": ["H", "N", "C", "Cl", "C", "N", "O", "O", "C", "O", "H", "H", "H", "N", "N", "O", "H"],
  "xyz": [[0.06, 2.93, -1.00], [0.03, 1.98, -1.05], [1.06, 1.46, -0.57], [2.32, 2.43, 0.24], [1.38, 0.01, -0.46], [0.65, -0.72, -1.24], [0.70, -2.04, -1.15], [2.49, -0.40, 0.28], [2.27, -1.43, 1.08], [1.15, -1.72, 1.44], [-0.10, -2.34, -1.59], [3.26, -1.87, 1.41], [-2.27, 0.52, -0.92], [-1.89, 0.27, 0.12], [-1.42, 1.28, 0.58], [-0.82, 1.12, 1.73], [-0.82, 0.23, 2.00]],
  "relative_energy_ev": 0.000,
  "smiles": "[H]/N=C(Cl)/C(=N/O)OC=O.[H]/N=N/O",
  "homo_energy_ev": -9.52,
  "lumo_energy_ha": 0.0010,
  "gap_ev": 9.544,
  "spin_multiplicity": 1
}

[8]
{
  "formula": "C4H12N2O2",
  "method": "ωB97M-V/def2-TZVPD",
  "species": ["C", "C", "C", "C", "N", "N", "O", "O", "H", "H", "H", "H", "H", "H", "H", "H", "H", "H", "H", "H"],
  "xyz": [[-1.12, -0.17, -0.10], [0.29, -0.81, 1.38], [-1.30, 0.68, -1.36], [2.13, 1.06, 0.02], [1.40, -1.12, 0.64], [1.67, -0.25, -0.42], [-2.02, 0.47, 0.81], [-1.56, -1.49, -0.38], [-2.15, -0.11, 1.57], [-2.40, -1.46, -0.87], [1.44, -2.08, 0.32], [0.61, -0.10, -0.74], [-0.12, -1.66, 1.92], [0.34, 0.15, 1.88], [-0.87, 1.67, -1.20], [-2.36, 0.76, -1.61], [-0.80, 0.21, -2.20], [2.29, 1.66, -0.87], [3.08, 0.95, 0.55], [1.43, 1.60, 0.67]],
  "relative_energy_ev": 5.241,
  "homo_energy_ev": -8.10,
  "lumo_energy_ha": 0.0281,
  "gap_ev": 8.859,
  "spin_multiplicity": 1
}

[9]
{
  "formula": "C5H28N3O7",
  "method": "ωB97M-V/def2-TZVPD",
  "species": ["C", "C", "C", "C", "N", "C", "N", "N", "H", "H", "H", "H", "H", "H", "H", "H", "H", "H", "H", "H", "H", "H", "H", "H", "O", "H", "H", "O", "H", "H", "O", "H", "H", "O", "H", "H", "O", "H", "H", "O", "H", "H", "O"],
  "xyz": [[-3.69, 1.03, 1.41], [-3.38, 0.11, 0.19], [-2.55, -1.04, 0.59], [-2.10, -1.67, -0.72], [0.96, -3.02, -2.04], [-0.32, -2.82, -1.66], [-0.69, -1.86, -0.80], [-2.74, 0.85, -0.95], [-3.39, 2.01, 1.23], [-3.20, 0.67, 2.23], [-4.80, 1.02, 1.56], [-4.35, -0.23, -0.21], [-3.19, -1.80, 1.20], [-1.72, -0.79, 1.16], [-2.24, -1.15, -1.83], [-2.67, -2.69, -0.82], [1.21, -3.92, -2.52], [1.79, -2.52, -1.62], [-0.94, -3.72, -1.92], [-0.11, -1.07, -0.46], [-3.08, 1.68, -1.20], [-1.73, 1.08, -0.84], [2.26, 3.31, 2.92], [2.56, 1.87, 3.41], [2.24, 2.34, 2.85], [1.25, 2.14, 0.18], [-0.17, 2.17, -0.05], [0.54, 1.57, 0.01], [4.21, 0.37, 1.18], [2.73, 1.22, 1.33], [3.46, 0.92, 0.79], [2.44, 3.06, -0.75], [3.39, 2.60, 0.34], [2.52, 3.16, 0.08], [0.06, -1.02, 3.02], [1.34, -0.35, 3.48], [1.00, -0.85, 2.76], [0.19, 0.79, -3.44], [-1.21, 0.97, -3.15], [-0.62, 1.20, -3.74], [2.28, -2.01, 0.90], [2.76, -0.91, 0.30], [2.59, -1.89, 0.00]],
  "relative_energy_ev": 4.140,
  "homo_energy_ev": -12.07,
  "lumo_energy_ha": -0.1133,
  "gap_ev": 8.991,
  "spin_multiplicity": 1,
  "charge": 1
}

[10]
{
  "formula": "C2H5N5O",
  "method": "ωB97M-V/def2-TZVPD",
  "species": ["N", "N", "C", "N", "C", "N", "N", "O", "H", "H", "H", "H", "H"],
  "xyz": [[-2.54, -0.76, 0.05], [-2.16, 0.65, -0.17], [-0.82, 0.56, -0.42], [-0.14, 1.82, -0.13], [1.05, 1.45, 0.12], [1.09, -0.03, 0.10], [2.24, -0.80, -0.14], [-0.13, -0.45, -0.37], [-3.45, -0.86, 0.20], [-1.90, -0.94, 0.95], [1.98, 2.06, 0.19], [2.28, -1.33, -1.12], [2.51, -1.39, 0.74]],
  "relative_energy_ev": 5.830,
  "smiles": "N/N=c1/ncn(N)o1",
  "homo_energy_ev": -7.69,
  "lumo_energy_ha": 0.0180,
  "gap_ev": 8.183,
  "spin_multiplicity": 1
}

[11]
{
  "formula": "C3H7ClO3",
  "method": "ωB97M-V/def2-TZVPD",
  "species": ["C", "O", "C", "O", "Cl", "O", "C", "H", "H", "H", "H", "H", "H", "H"],
  "xyz": [[0.28, 2.05, 0.62], [0.18, 0.54, 0.40], [-0.77, 0.09, -0.43], [-0.67, 0.53, -1.70], [-2.44, 0.36, 0.13], [-0.49, -1.50, -0.58], [-0.13, -2.24, 0.56], [-0.14, 2.12, 1.68], [-0.34, 2.68, 0.02], [1.34, 2.18, 0.47], [-1.01, -0.19, -2.30], [0.82, -1.80, 1.04], [0.02, -3.24, 0.07], [-1.00, -2.51, 1.26]],
  "relative_energy_ev": 1.168,
  "smiles": "COC(O)(Cl)OC",
  "homo_energy_ev": -10.06,
  "lumo_energy_ha": 0.0286,
  "gap_ev": 10.842,
  "spin_multiplicity": 1
}

[12]
{
  "formula": "C6H5NO3",
  "method": "ωB97M-V/def2-TZVPD",
  "species": ["C", "C", "C", "C", "C", "C", "H", "H", "H", "H", "H", "N", "O", "O", "O"],
  "xyz": [[1.88, -0.03, -0.04], [0.46, -0.20, -0.07], [-0.26, -1.32, -0.12], [-2.37, -0.40, 0.03], [-1.83, 0.86, -0.09], [-0.40, 0.98, -0.13], [3.65, -1.20, 0.12], [0.39, -2.45, 0.11], [-3.34, -0.56, 0.09], [-2.87, 1.84, 0.18], [1.19, 2.04, 0.16], [-1.56, -1.49, 0.01], [2.47, -1.29, -0.23], [2.45, 0.96, 0.20], [0.12, 2.25, -0.21]],
  "relative_energy_ev": 4.355,
  "homo_energy_ev": -9.50,
  "lumo_energy_ha": -0.0046,
  "gap_ev": 9.379,
  "spin_multiplicity": 1
}

Number 1: electronic energy -61240.074 eV. Number 2: electronic energy -26981.289 eV. Number 3: electronic energy -37111.619 eV. Number 4: electronic energy -103011.007 eV. Number 5: electronic energy -24035.545 eV. Number 6: electronic energy -11230.127 eV. Number 7: electronic energy -29859.176 eV. Number 8: electronic energy -11413.976 eV. Number 9: electronic energy -24432.322 eV. Number 10: electronic energy -11646.715 eV. Number 11: electronic energy -21887.573 eV. Number 12: electronic energy -13931.661 eV.